No. 1
{"formula": "C3H5NOS", "method": "ωB97M-V/def2-TZVPD", "de_lowest_ev": 2.955, "homo_ev": -8.887, "lumo_ev": -0.8, "mol_weight_g_mol": 103.15, "smiles": "C/C(C=S)=N\\O", "elements": ["C", "C", "C", "S", "N", "O", "H", "H", "H", "H", "H"], "positions_angstrom": [[-0.942, -1.396, 0.065], [-0.322, -0.155, -0.401], [0.530, 0.682, 0.515], [1.126, 0.479, 2.042], [-0.268, 0.390, -1.562], [-1.048, -0.228, -2.537], [-0.815, -2.188, -0.709], [-0.452, -1.651, 1.022], [-1.996, -1.355, 0.423], [0.816, 1.615, 0.109], [-0.919, 0.213, -3.366]]}

***

No. 2
{"formula": "C6H9NO", "method": "ωB97M-V/def2-TZVPD", "de_lowest_ev": 3.488, "homo_ev": -8.383, "lumo_ev": 0.8, "mol_weight_g_mol": 111.14, "smiles": "c1ccncc1.CO", "elements": ["C", "C", "C", "N", "C", "C", "H", "H", "H", "H", "H", "C", "O", "H", "H", "H", "H"], "positions_angstrom": [[-0.811, -0.882, -1.567], [0.309, -1.357, -0.880], [1.116, -0.416, -0.214], [0.823, 0.860, -0.101], [-0.260, 1.259, -0.660], [-1.099, 0.465, -1.430], [-1.439, -1.530, -2.140], [0.601, -2.388, -0.905], [2.006, -0.765, 0.380], [-0.493, 2.308, -0.418], [-1.995, 0.910, -1.851], [-0.623, 0.271, 2.039], [0.666, -0.203, 1.658], [-1.157, -0.384, 1.336], [-1.046, 0.098, 3.041], [-0.629, 1.430, 1.896], [1.265, -0.112, 2.383]]}

***

No. 3
{"formula": "C4H4Br2O", "method": "ωB97M-V/def2-TZVPD", "de_lowest_ev": 0.000, "s2": 2.01, "multiplicity": 3, "homo_ev": [-6.707, -10.627], "lumo_ev": [0.4, -1.4], "mol_weight_g_mol": 227.88, "elements": ["C", "C", "C", "C", "O", "Br", "Br", "H", "H", "H", "H"], "positions_angstrom": [[0.862, 1.454, 0.220], [-0.462, 0.933, -0.009], [-0.543, -0.520, 0.282], [0.642, -1.115, -0.373], [1.655, 1.951, 0.939], [0.393, -1.489, -2.243], [1.449, -2.559, 0.602], [-1.340, 1.525, 0.411], [-0.593, 1.152, -1.154], [-0.514, -0.635, 1.504], [-1.548, -0.697, -0.181]]}

***

No. 4
{"formula": "C3H8FN3", "method": "ωB97M-V/def2-TZVPD", "de_lowest_ev": 0.547, "homo_ev": -8.806, "lumo_ev": 0.9, "mol_weight_g_mol": 105.12, "smiles": "C/N=C(\\CF)NN", "elements": ["C", "N", "C", "C", "F", "N", "N", "H", "H", "H", "H", "H", "H", "H", "H"], "positions_angstrom": [[2.029, -0.298, -0.127], [0.687, -0.832, 0.025], [-0.252, 0.012, 0.134], [-0.145, 1.569, 0.137], [-1.352, 2.088, -0.267], [-1.573, -0.380, 0.262], [-1.932, -1.658, -0.217], [2.130, 0.360, -0.982], [2.283, 0.263, 0.807], [2.679, -1.157, -0.240], [0.134, 1.976, 1.155], [0.648, 1.958, -0.465], [-2.243, 0.348, -0.014], [-1.946, -2.310, 0.535], [-1.148, -1.939, -0.743]]}

***

No. 5
{"formula": "C9H11FN2", "method": "ωB97M-V/def2-TZVPD", "de_lowest_ev": 1.392, "homo_ev": -8.933, "lumo_ev": -0.6, "mol_weight_g_mol": 166.20, "smiles": "CC1(C)[C@@H](F)[C@@H]1C=C1N=CC=N1", "elements": ["C", "C", "C", "C", "F", "C", "C", "C", "N", "C", "C", "N", "H", "H", "H", "H", "H", "H", "H", "H", "H", "H", "H"], "positions_angstrom": [[-0.856, -1.332, -0.463], [-1.503, -0.071, 0.058], [-2.858, -0.419, 0.707], [-1.302, 1.081, -0.802], [-2.363, 1.984, -0.955], [-0.655, 1.135, 0.528], [0.655, 0.892, 0.977], [1.708, 0.364, 0.301], [2.851, 0.105, 0.969], [3.777, -0.300, 0.160], [3.109, -0.164, -1.222], [1.927, 0.276, -1.068], [-1.676, -1.767, -1.108], [-0.785, -2.034, 0.488], [0.045, -1.401, -1.114], [-3.553, 0.379, 0.385], [-2.825, -0.299, 1.811], [-2.962, -1.550, 0.601], [-0.780, 1.197, -1.757], [-1.295, 1.797, 1.161], [0.866, 0.972, 2.055], [4.845, -0.478, 0.500], [3.632, -0.365, -2.212]]}

***

No. 6
{"formula": "C37H33Cl5N5O4SiTi", "method": "ωB97M-V/def2-TZVPD", "homo_ev": -2.270, "lumo_ev": 1.8, "total_charge": -1, "mol_weight_g_mol": 864.92, "elements": ["Ti", "C", "C", "N", "O", "C", "C", "N", "O", "H", "H", "H", "H", "H", "H", "H", "C", "C", "N", "C", "C", "C", "C", "C", "C", "C", "C", "C", "N", "C", "H", "H", "H", "H", "H", "H", "H", "H", "Cl", "C", "C", "Cl", "C", "Cl", "C", "O", "C", "Cl", "C", "Cl", "C", "Si", "C", "C", "N", "C", "C", "C", "C", "C", "C", "O", "C", "C", "C", "C", "C", "C", "H", "H", "H", "H", "H", "H", "H", "H", "H", "H", "H", "H", "H", "H", "H", "H", "H", "H"], "positions_angstrom": [[0.013, 0.246, -0.613], [2.883, 2.514, -3.130], [1.974, 1.468, -2.553], [1.275, 1.666, -1.384], [1.395, 2.994, -0.889], [1.698, 0.269, -3.126], [2.314, -0.248, -4.386], [0.702, -0.425, -2.443], [0.558, -1.765, -2.930], [2.669, 3.482, -2.683], [2.747, 2.602, -4.209], [3.938, 2.292, -2.945], [0.625, 3.038, -0.304], [3.260, 0.261, -4.575], [1.673, -0.098, -5.264], [2.512, -1.318, -4.327], [-1.805, -0.799, 3.444], [-1.148, -0.138, 2.396], [-1.377, -0.418, 1.132], [-2.298, -1.354, 0.842], [-3.014, -2.064, 1.810], [-2.734, -1.766, 3.155], [-3.989, -3.029, 1.386], [-4.232, -3.234, 0.074], [-3.515, -2.508, -0.937], [-3.733, -2.673, -2.317], [-2.987, -1.940, -3.205], [-2.004, -1.063, -2.723], [-1.777, -0.885, -1.431], [-2.537, -1.588, -0.554], [-1.571, -0.533, 4.466], [-0.422, 0.639, 2.585], [-3.256, -2.296, 3.943], [-4.533, -3.584, 2.141], [-4.973, -3.958, -0.243], [-4.481, -3.378, -2.662], [-3.121, -2.041, -4.273], [-1.365, -0.503, -3.389], [-5.638, 5.429, -0.813], [-4.248, 4.432, -0.569], [-3.586, 3.859, -1.651], [-4.152, 4.169, -3.253], [-2.474, 3.051, -1.458], [-1.606, 2.418, -2.803], [-1.980, 2.754, -0.165], [-0.976, 1.978, 0.048], [-2.658, 3.380, 0.911], [-2.043, 3.102, 2.498], [-3.764, 4.192, 0.715], [-4.556, 4.908, 2.072], [2.950, -2.664, -1.511], [1.234, -3.052, -2.119], [1.371, -4.324, -3.503], [0.068, -3.833, -0.875], [1.086, -0.815, 0.339], [1.771, -1.038, 1.462], [2.081, -2.341, 1.939], [2.846, -2.558, 3.070], [3.362, -1.493, 3.797], [3.063, -0.197, 3.382], [2.261, 0.022, 2.281], [1.955, 1.295, 1.812], [1.861, 2.366, 2.654], [1.285, 2.305, 3.920], [1.133, 3.469, 4.659], [1.550, 4.692, 4.149], [2.123, 4.740, 2.886], [2.284, 3.585, 2.138], [3.400, -3.530, -1.017], [2.960, -1.819, -0.824], [3.564, -2.418, -2.382], [1.782, -5.268, -3.134], [2.019, -3.962, -4.304], [0.389, -4.535, -3.935], [0.484, -4.789, -0.540], [-0.876, -4.052, -1.388], [-0.135, -3.212, -0.006], [1.715, -3.182, 1.365], [3.058, -3.575, 3.378], [3.989, -1.655, 4.664], [3.461, 0.650, 3.926], [0.969, 1.352, 4.323], [0.680, 3.418, 5.641], [1.422, 5.597, 4.729], [2.445, 5.688, 2.473], [2.709, 3.597, 1.142]]}

***

Number 1: E_tot -645.4031 Ha. Number 2: E_tot -363.8960 Ha. Number 3: E_tot -5377.9154 Ha. Number 4: E_tot -383.1860 Ha. Number 5: E_tot -558.8018 Ha. Number 6: E_tot -5444.5772 Ha.